{"formula": "C51H66BBrF40O8P", "method": "the ωB97M-V functional and the def2-TZVPD basis", "charge": -1, "spin_multiplicity": 1, "lumo_ev": 1.46, "orbital_gap_ev": 5.99, "species": ["C", "C", "P", "C", "C", "C", "O", "B", "C", "C", "C", "Br", "O", "C", "C", "C", "C", "C", "C", "C", "C", "C", "C", "O", "C", "C", "C", "C", "C", "C", "C", "C", "H", "H", "H", "H", "H", "H", "H", "H", "H", "H", "H", "H", "H", "H", "H", "H", "H", "H", "H", "H", "H", "H", "H", "H", "H", "H", "H", "H", "H", "H", "H", "H", "H", "H", "H", "H", "H", "H", "H", "H", "H", "H", "H", "H", "H", "H", "C", "C", "C", "F", "F", "F", "F", "O", "C", "C", "F", "F", "F", "F", "H", "H", "H", "H", "C", "C", "C", "F", "F", "F", "F", "O", "C", "C", "F", "F", "F", "F", "H", "H", "H", "H", "C", "C", "C", "F", "F", "F", "F", "O", "C", "C", "F", "F", "F", "F", "H", "H", "H", "H", "C", "C", "C", "F", "F", "F", "F", "O", "C", "C", "F", "F", "F", "F", "H", "H", "H", "H", "C", "C", "C", "F", "F", "F", "F", "O", "C", "C", "F", "F", "F", "F", "H", "H", "H", "H"], "coordinates": [[-1.01268, -3.04056, -2.04290], [-2.20854, -2.19786, -2.70475], [-1.67399, -0.75661, -3.80598], [-0.78094, -1.61384, -5.28153], [-0.38845, -0.60157, -6.47423], [-0.34379, 0.33833, -3.01470], [0.89688, -0.25560, -3.46642], [1.83138, -0.51086, -2.34618], [3.10009, 0.48229, -2.68964], [3.44325, 0.56267, -4.27722], [2.74936, 1.86552, -4.95969], [5.44025, 0.89312, -4.38853], [0.99736, -0.20687, -1.14327], [-0.23219, 0.49573, -1.40940], [0.21921, 2.04272, -1.11565], [0.72717, 2.27406, 0.38526], [2.31633, 2.17420, 0.58308], [2.70635, 1.35279, 1.94156], [3.50719, 0.02526, 1.48961], [3.78252, -1.01496, 2.68229], [5.37660, -1.27790, 2.89160], [6.12291, -1.70712, 1.53522], [5.48764, -3.00038, 0.81823], [5.56181, -4.12263, 1.73665], [4.82068, -5.25527, 1.19919], [-1.51022, 0.29590, -0.46952], [-1.42255, -0.89964, 0.57611], [-0.23266, -1.24997, 1.49500], [-0.29132, -2.46156, 2.47158], [-1.55867, -3.35183, 2.55561], [-2.79588, -3.01435, 1.69212], [-2.69867, -1.81015, 0.73224], [-0.39628, -3.48805, -2.90172], [-1.45729, -3.94553, -1.47733], [-0.29604, -2.43655, -1.39495], [-2.77826, -2.93500, -3.39445], [-2.98530, -1.80078, -1.97137], [0.09321, -2.27620, -4.92665], [-1.56669, -2.35729, -5.69719], [0.75958, -0.47539, -6.43130], [-0.58146, -1.17103, -7.46190], [-0.95064, 0.38773, -6.47067], [-0.39284, 1.33086, -3.61398], [2.25982, -1.62725, -2.34686], [4.03392, 0.09135, -2.13731], [2.94045, 1.58120, -2.36579], [3.17367, -0.40716, -4.80855], [2.69911, 2.71529, -4.18060], [3.31658, 2.22433, -5.88596], [1.64981, 1.65178, -5.23898], [0.97461, 2.41634, -1.90658], [-0.71040, 2.72247, -1.25604], [0.42907, 3.35436, 0.67466], [0.24264, 1.59058, 1.16485], [2.74940, 3.23087, 0.74979], [2.87465, 1.64867, -0.25875], [1.78148, 1.11034, 2.58086], [3.39582, 1.97970, 2.62668], [2.88726, -0.54361, 0.69811], [4.46798, 0.39330, 0.97477], [3.36497, -2.04438, 2.35254], [3.25687, -0.76763, 3.66607], [5.85752, -0.29523, 3.24108], [5.58285, -2.07227, 3.69658], [6.16812, -0.88595, 0.74038], [7.20466, -1.97985, 1.79751], [4.45044, -2.82479, 0.37411], [6.18688, -3.25124, -0.06502], [5.56458, -6.03979, 0.81132], [4.03531, -4.96312, 0.42260], [4.28263, -5.74393, 2.09588], [-2.41726, 0.13465, -1.17032], [-1.78763, 1.24104, 0.13782], [0.70094, -0.58834, 1.40864], [0.66245, -2.65835, 3.08658], [-1.60462, -4.25251, 3.24576], [-3.77819, -3.60948, 1.68765], [-3.61361, -1.54664, 0.08342], [-2.38310, -4.45705, -10.02841], [-2.09793, -3.16386, -9.23445], [-3.28451, -2.21929, -9.04671], [-3.76209, -1.75473, -10.21814], [-2.91162, -1.12921, -8.33065], [-1.04743, -2.52246, -9.80047], [-1.67701, -3.54933, -7.99445], [-2.01626, -4.45967, -11.41481], [-2.95217, -3.93510, -12.33362], [-2.41900, -2.70281, -13.07275], [-2.11197, -1.70577, -12.21532], [-3.35100, -2.21258, -13.92613], [-4.12239, -3.70762, -11.71129], [-3.19110, -4.92682, -13.22510], [-1.74486, -5.22770, -9.58630], [-3.40174, -4.82385, -9.87621], [-4.10082, -2.70840, -8.50716], [-1.51975, -2.94807, -13.64193], [-1.72443, 3.74663, 5.79988], [-2.08974, 4.90366, 4.84391], [-3.56952, 5.03230, 4.48423], [-4.03903, 3.94956, 3.83706], [-3.76159, 6.08695, 3.64861], [-1.32352, 4.81428, 3.73129], [-1.71277, 6.06354, 5.46602], [-1.21398, 2.55264, 5.19432], [-2.15726, 1.60517, 4.73423], [-2.07842, 1.38976, 3.21935], [-2.31329, 2.53802, 2.54251], [-3.01078, 0.49865, 2.80726], [-3.38957, 1.95166, 5.15265], [-1.85982, 0.44858, 5.37062], [-0.89302, 4.11078, 6.41022], [-2.51729, 3.53218, 6.51848], [-4.18091, 5.19782, 5.37543], [-1.09212, 1.02126, 2.92706], [-1.79912, 4.78262, 11.11717], [-2.25776, 4.48428, 9.67329], [-2.97923, 5.62206, 8.95230], [-4.12508, 5.97447, 9.56377], [-3.32314, 5.24008, 7.69308], [-3.00467, 3.35494, 9.67277], [-1.13252, 4.18924, 8.95591], [-2.64072, 4.30583, 12.17464], [-3.71875, 5.13098, 12.56662], [-5.07963, 4.46576, 12.33362], [-5.26820, 4.16879, 11.02937], [-6.08860, 5.29410, 12.69670], [-3.61286, 6.33186, 11.96961], [-3.54874, 5.35715, 13.89045], [-0.86491, 4.23051, 11.25555], [-1.52193, 5.83077, 11.25861], [-2.34216, 6.50729, 8.86934], [-5.16480, 3.54018, 12.90696], [5.22122, -5.47993, 5.26926], [4.11448, -5.10238, 6.27738], [4.39824, -3.88512, 7.15626], [5.47691, -4.05829, 7.94506], [3.35204, -3.65184, 7.99044], [3.81460, -6.18900, 7.03059], [2.99214, -4.83241, 5.54717], [6.10826, -6.53718, 5.66119], [7.22434, -6.18676, 6.45238], [7.19441, -6.85188, 7.83275], [6.09343, -6.49635, 8.53021], [8.26565, -6.47441, 8.57304], [7.33378, -4.84818, 6.51802], [8.31194, -6.61650, 5.76938], [4.70795, -5.87777, 4.38931], [5.76391, -4.60693, 4.89672], [4.54919, -2.98627, 6.55137], [7.19982, -7.94015, 7.74153], [-3.07314, 4.40646, -6.58825], [-3.43797, 5.56348, -7.54380], [-4.91872, 5.69751, -7.89655], [-5.39592, 4.61598, -8.54049], [-5.11108, 6.75183, -8.73211], [-2.67667, 5.47016, -8.66013], [-3.05508, 6.72129, -6.92518], [-2.56779, 3.20767, -7.18669], [-3.51435, 2.25996, -7.63922], [-3.44106, 2.03092, -9.15272], [-3.67374, 3.17339, -9.83886], [-4.37932, 1.13791, -9.55065], [-4.74411, 2.61408, -7.21984], [-3.21938, 1.11090, -6.99492], [-2.23785, 4.76957, -5.98218], [-3.86614, 4.19707, -5.86513], [-5.52532, 5.86632, -7.00213], [-2.45725, 1.65625, -9.44332]], "forces_ev_per_a": [[-0.33, -0.65, -0.45], [0.57, -1.04, 0.05], [-1.09, -0.02, -0.91], [-0.42, -0.69, -0.04], [1.05, -1.43, -0.10], [1.24, -0.92, -1.03], [-1.54, 0.52, 0.48], [-0.49, 1.22, -0.78], [1.57, 1.00, -0.05], [-1.38, 0.98, 1.14], [-0.34, -0.30, 0.36], [-0.53, -0.30, -0.34], [-1.48, -0.46, 1.03], [2.69, 2.87, -0.53], [-1.21, 0.56, -0.20], [0.61, 0.84, -0.24], [0.36, 0.05, 1.50], [0.55, -0.16, -0.44], [-0.82, 0.05, 0.35], [0.97, -1.22, -0.66], [-0.24, 0.66, -0.30], [-0.22, -0.90, -0.02], [1.60, 0.72, -0.44], [-1.55, 0.10, -1.30], [0.10, -0.81, 1.02], [-0.52, -1.16, 0.31], [-1.00, -3.30, 2.27], [-2.66, -1.40, -0.26], [-2.54, 0.90, -2.13], [0.08, 2.70, -2.04], [3.15, 2.57, -0.77], [2.21, -0.54, 1.54], [-0.78, 0.71, 1.19], [0.79, 1.50, -0.57], [-1.12, -0.75, -0.78], [0.80, 1.32, 0.91], [1.20, -0.60, -0.83], [-1.12, 1.34, -0.63], [1.00, 1.22, 0.77], [-1.91, 0.30, 0.01], [0.21, 1.18, 1.49], [0.82, -1.37, 0.12], [-0.43, -1.16, 1.37], [0.05, -0.89, 0.21], [-1.18, 0.72, -0.80], [0.36, -1.59, -0.42], [0.70, 1.36, 0.56], [0.35, -1.29, -1.23], [-0.80, -0.57, 1.31], [1.75, 0.04, 0.41], [-0.96, -0.82, 1.41], [1.27, -1.01, 0.12], [0.36, -1.73, -0.32], [0.42, 0.78, -1.37], [-0.66, -1.54, -0.66], [-1.06, 0.90, 0.94], [1.24, 0.20, -1.01], [-1.01, -0.94, -1.07], [0.92, 1.16, 1.02], [-1.36, -0.70, 0.87], [0.47, 1.61, 0.59], [0.81, -0.03, -1.32], [-0.61, -1.36, -0.38], [-0.42, 1.10, -1.19], [-0.19, -1.01, 1.26], [-1.45, 0.39, -0.37], [1.16, -0.22, 0.92], [-1.08, 0.44, 1.03], [-1.14, 1.17, 0.19], [1.21, -0.35, 0.99], [0.67, 0.71, -1.42], [1.36, 0.05, 1.27], [0.81, -1.34, -1.09], [-1.47, -1.37, 0.17], [-1.87, 0.16, -0.99], [0.21, 1.39, -0.98], [1.87, 0.90, 0.23], [1.61, -0.50, 1.18], [0.23, -0.80, 0.05], [0.71, -0.26, -0.48], [-0.36, 0.74, 0.61], [0.11, -0.12, -0.07], [0.18, -0.44, -0.08], [-0.30, 0.12, -0.01], [-0.49, 0.00, -0.08], [-0.88, 1.21, -0.33], [0.20, -1.40, 1.31], [0.36, 0.63, -0.28], [-0.04, -0.33, 0.01], [-0.13, -0.38, 0.09], [-0.03, 0.24, -0.49], [0.19, 0.41, -0.26], [0.10, 0.28, -0.09], [0.02, 0.35, -0.07], [0.10, -0.16, -0.01], [-0.05, -0.22, 0.05], [0.51, -0.32, 0.52], [0.83, -0.59, -0.23], [-0.65, 0.45, -0.20], [0.13, 0.07, 0.04], [0.28, 0.13, 0.12], [-0.34, 0.05, 0.05], [-0.38, 0.02, 0.10], [-1.18, -0.03, -0.81], [0.60, 0.63, 1.46], [0.13, -0.26, -0.84], [0.07, 0.03, 0.29], [0.02, 0.14, 0.57], [-0.11, -0.34, -0.29], [0.02, 0.02, -0.50], [-0.02, 0.02, -0.31], [-0.05, -0.03, -0.42], [0.16, -0.03, 0.07], [0.04, -0.08, 0.21], [0.64, -0.16, 0.53], [-0.12, -0.78, 0.66], [-0.18, 0.49, -0.58], [0.10, -0.14, 0.01], [0.11, -0.14, 0.19], [-0.09, 0.31, -0.13], [-0.07, 0.47, -0.02], [-1.17, 0.77, -0.59], [1.87, 0.01, 0.00], [-0.65, -0.43, -0.14], [0.27, 0.06, 0.18], [0.35, 0.15, 0.16], [-0.48, -0.02, 0.19], [-0.46, -0.24, -0.12], [-0.25, -0.12, -0.12], [-0.30, -0.05, -0.17], [0.12, -0.10, 0.06], [0.20, 0.07, 0.10], [0.06, -0.20, -0.75], [0.13, -0.91, -0.24], [-0.36, 0.69, 0.38], [-0.05, -0.10, -0.05], [-0.13, -0.18, -0.22], [0.08, 0.25, 0.15], [0.26, 0.38, 0.10], [0.45, 0.68, 1.33], [-0.78, 0.36, -1.84], [-0.12, -0.36, 0.61], [0.10, -0.03, -0.29], [0.09, 0.09, -0.35], [0.35, -0.22, 0.39], [-0.01, -0.25, 0.50], [-0.04, -0.06, 0.28], [-0.06, -0.02, 0.27], [-0.01, -0.12, -0.16], [0.05, 0.04, -0.22], [0.55, -0.25, 0.62], [0.87, -0.55, -0.16], [-0.59, 0.46, -0.22], [0.13, 0.04, 0.03], [0.26, 0.11, 0.12], [-0.34, 0.03, -0.01], [-0.46, -0.05, 0.11], [-1.23, 0.04, -0.89], [0.69, 0.48, 1.78], [0.17, -0.15, -0.69], [0.07, 0.00, 0.24], [-0.01, 0.05, 0.38], [-0.17, -0.30, -0.40], [-0.09, 0.20, -0.59], [-0.01, 0.02, -0.29], [-0.11, 0.04, -0.32], [0.15, -0.03, 0.09], [0.03, -0.05, 0.24]]}